Entry 1:
C17H34N2O2 | wB97M-V/def2-TZVPD

ORCA input file:
```
! wB97M-V def2-TZVPD RIJCOSX def2/J DEFGRID3
* xyz 0 1
N 6.588 2.159 -3.093
C 5.606 1.139 -2.778
C 4.277 1.272 -3.554
N 3.318 0.206 -3.347
C 2.748 0.138 -2.016
C 1.585 -0.864 -2.003
C 0.393 -0.356 -2.824
O -0.375 0.335 -1.868
C -0.200 -0.324 -0.629
C -1.295 -1.389 -0.407
C -2.718 -0.854 -0.567
C -3.774 -1.758 0.078
C -3.722 -1.791 1.608
C -4.147 -0.473 2.259
C -3.655 -0.317 3.702
C -2.138 -0.158 3.839
C -1.607 1.161 3.273
C -0.102 1.140 2.991
C 0.307 0.229 1.829
C -0.158 0.750 0.470
O 1.055 -1.002 -0.702
H 6.807 2.139 -4.084
H 6.215 3.079 -2.881
H 5.414 1.189 -1.703
H 6.056 0.165 -2.999
H 3.790 2.215 -3.285
H 4.498 1.300 -4.628
H 3.742 -0.686 -3.584
H 3.463 -0.163 -1.234
H 2.358 1.127 -1.761
H 1.937 -1.845 -2.341
H -0.177 -1.188 -3.259
H 0.693 0.340 -3.606
H -1.146 -1.808 0.585
H -1.123 -2.196 -1.123
H -2.786 0.143 -0.136
H -2.938 -0.751 -1.631
H -3.644 -2.775 -0.300
H -4.763 -1.413 -0.233
H -2.711 -2.047 1.922
H -4.377 -2.590 1.965
H -3.779 0.364 1.667
H -5.238 -0.410 2.253
H -3.969 -1.193 4.275
H -4.141 0.557 4.144
H -1.647 -0.994 3.342
H -1.874 -0.221 4.897
H -2.135 1.404 2.352
H -1.821 1.962 3.983
H 0.229 2.158 2.774
H 0.420 0.809 3.893
H -0.092 -0.769 1.996
H 1.393 0.132 1.813
H -1.153 1.185 0.539
H 0.516 1.538 0.127
*
```

highest occupied orbital energy	-8.599	eV
gap between HOMO and LUMO	9.524	eV
energy relative to the best compared isomer or geometry (same formula, charge and spin)	198.8	kJ/mol
SMILES	NCCNC[C@@H]1COC2(CCCCCCCCCCC2)O1

---

Entry 2:
C17H34N3Si4TeTl | wB97M-V/def2-TZVPD

ORCA input file:
```
! wB97M-V def2-TZVPD RIJCOSX def2/J DEFGRID3
* xyz 0 1
Tl -0.460 -3.613 1.480
C 2.022 -2.473 5.808
C 1.234 -2.970 4.738
N 0.525 -3.358 3.889
H 1.763 -1.443 5.916
H 3.034 -2.622 5.481
H 1.745 -3.011 6.731
N 6.432 -5.576 -1.854
C 5.365 -5.426 -1.429
C 4.131 -5.082 -0.842
C 2.992 -5.890 -0.953
C 1.835 -5.448 -0.294
N 1.739 -4.268 0.369
C 2.844 -3.493 0.418
C 4.066 -3.859 -0.184
H 3.051 -6.841 -1.446
H 0.964 -6.108 -0.352
H 2.790 -2.581 1.007
H 4.905 -3.163 -0.148
C -1.367 2.640 2.728
Si -0.534 3.061 1.104
C -1.224 4.659 0.353
C 1.347 3.160 1.367
Si -0.887 1.297 -0.372
Te 0.467 -0.557 0.569
Si 0.102 1.480 -2.509
C 1.961 1.243 -2.439
C -0.297 3.142 -3.313
C -0.552 0.080 -3.618
Si -3.197 0.949 -0.450
C -3.947 2.391 -1.436
C -3.536 -0.599 -1.422
C -4.005 0.828 1.235
H -1.067 3.350 3.509
H -1.103 1.655 3.075
H -2.456 2.720 2.644
H -1.207 5.460 1.099
H -2.250 4.494 -0.014
H -0.588 4.980 -0.480
H 1.544 3.863 2.162
H 1.874 3.518 0.503
H 1.740 2.171 1.611
H 2.357 2.104 -1.906
H 2.362 1.161 -3.435
H 2.285 0.389 -1.851
H 0.082 3.960 -2.701
H -1.359 3.364 -3.456
H 0.209 3.208 -4.267
H -0.979 -0.782 -3.059
H 0.234 -0.336 -4.266
H -1.367 0.423 -4.270
H -3.345 2.645 -2.296
H -4.033 3.261 -0.817
H -4.927 2.095 -1.816
H -3.333 -0.437 -2.494
H -4.572 -0.895 -1.315
H -2.929 -1.439 -1.047
H -4.211 1.839 1.595
H -3.316 0.421 1.970
H -4.953 0.260 1.192
*
```

highest occupied orbital energy	-6.417	eV
gap between HOMO and LUMO	5.559	eV
energy relative to the best compared isomer or geometry (same formula, charge and spin)	0.0	kJ/mol

---

Entry 3:
C17H35B2BrF3N4O5Si | wB97M-V/def2-TZVPD

ORCA input file:
```
! wB97M-V def2-TZVPD RIJCOSX def2/J DEFGRID3
* xyz 1 1
C -2.416 -2.346 -5.022
C -1.834 -2.323 -3.615
C -0.745 -1.254 -3.418
C 0.439 -1.734 -2.577
C 0.095 -2.382 -1.219
C 0.417 -1.539 0.014
C -0.290 -0.193 0.146
Br -2.225 -0.381 -0.268
N -0.271 0.267 1.576
C 0.629 1.205 1.917
N 1.276 1.111 3.097
C 2.372 1.971 3.449
F 1.992 3.045 4.118
F 3.185 1.280 4.235
F 3.086 2.357 2.411
Si 0.837 -0.142 4.406
C -1.013 -0.480 4.360
C 1.870 -1.682 4.207
C 1.118 0.612 6.094
N 0.819 2.250 1.054
C 0.391 3.578 1.657
B 1.421 4.782 1.480
O 1.123 5.878 2.216
O 2.511 4.755 0.633
C 0.074 2.059 -0.205
C 0.531 3.026 -1.293
B -0.632 4.032 -1.711
O -0.785 5.234 -1.055
O -1.467 3.686 -2.765
O 0.328 0.730 -0.639
H -1.764 -2.890 -5.707
H -2.641 -1.348 -5.397
H -3.358 -2.900 -5.010
H -2.643 -2.138 -2.902
H -1.417 -3.289 -3.351
H -1.159 -0.312 -3.051
H -0.343 -1.011 -4.408
H 1.164 -0.927 -2.451
H 0.954 -2.491 -3.173
H 0.728 -3.268 -1.124
H -0.923 -2.767 -1.188
H 0.233 -2.142 0.910
H 1.487 -1.310 -0.017
H -0.256 -0.591 2.115
H -1.334 -0.773 5.357
H -1.582 0.395 4.042
H -1.264 -1.294 3.675
H 2.544 -1.635 3.350
H 2.504 -1.761 5.093
H 1.269 -2.590 4.169
H 0.752 1.642 6.118
H 2.165 0.607 6.390
H 0.539 0.046 6.823
H 0.196 3.441 2.718
H -0.561 3.875 1.217
H 1.724 6.609 2.015
H 3.328 4.431 1.027
H -1.010 2.138 -0.038
H 0.763 2.424 -2.172
H 1.448 3.531 -0.993
H -1.647 5.385 -0.652
H -2.246 3.190 -2.481
C -1.705 -6.872 -6.116
C -1.827 -6.105 -4.882
N -1.930 -5.503 -3.910
H -1.182 -7.806 -5.919
H -2.694 -7.094 -6.511
H -1.147 -6.300 -6.854
*
```

highest occupied orbital energy	-12.777	eV
gap between HOMO and LUMO	9.894	eV

---

Entry 4:
C17H35BI2O4 | wB97M-V/def2-TZVPD

ORCA input file:
```
! wB97M-V def2-TZVPD RIJCOSX def2/J DEFGRID3
* xyz 0 1
C -1.002 -1.282 5.506
C -0.883 -1.852 4.211
C -0.853 -2.631 2.737
B 0.566 -3.525 2.717
C 0.483 -5.166 2.645
O 0.459 -5.849 3.948
C -0.662 -5.409 4.793
C 1.960 -2.626 2.741
I 2.668 -1.630 0.876
C 2.747 -2.441 3.999
C 2.384 -3.110 5.451
I 4.576 -1.161 3.965
H -1.270 -0.564 6.421
H -0.711 -1.777 1.919
H -1.796 -3.300 2.555
H -0.518 -5.439 2.054
H 1.392 -5.628 2.033
H -1.591 -4.997 4.213
H -0.313 -4.651 5.640
H -1.050 -6.371 5.385
H 1.709 -2.385 6.106
H 1.811 -4.136 5.394
H 3.394 -3.346 6.043
C -0.173 1.401 -2.684
C 1.039 2.141 -2.140
C 2.271 1.891 -2.995
O 1.296 1.710 -0.805
H -0.002 0.319 -2.688
H -1.049 1.581 -2.051
H -0.406 1.722 -3.704
H 0.828 3.215 -2.102
H 2.528 0.826 -3.010
H 3.138 2.420 -2.585
H 2.111 2.227 -4.025
H 1.484 0.758 -0.829
C -2.817 2.479 1.388
C -2.170 1.185 1.855
C -0.834 1.446 2.532
O -1.973 0.325 0.736
H -2.184 2.992 0.655
H -3.772 2.275 0.893
H -2.996 3.157 2.229
H -2.840 0.669 2.551
H -0.130 1.922 1.839
H -0.374 0.505 2.852
H -0.953 2.092 3.407
H -1.379 0.775 0.113
C -0.276 2.542 -7.986
C -0.316 2.870 -6.502
C -0.987 4.211 -6.249
O 1.013 2.902 -5.989
H 0.298 3.294 -8.538
H 0.220 1.580 -8.154
H -1.285 2.494 -8.407
H -0.856 2.081 -5.965
H -0.438 5.022 -6.739
H -0.998 4.439 -5.178
H -2.017 4.213 -6.618
H 1.499 3.599 -6.460
*
```

highest occupied orbital energy	-8.618	eV
gap between HOMO and LUMO	7.726	eV

---

Entry 5:
C17H35F5N8NbO18S | wB97M-V/def2-TZVPD

ORCA input file:
```
! wB97M-V def2-TZVPD RIJCOSX def2/J DEFGRID3
* xyz -1 1
O 0.810 -0.446 1.998
S 1.532 -1.565 1.376
O 2.651 -1.951 2.253
C 2.111 -1.209 -0.316
Nb 3.348 0.711 -0.529
C 1.553 2.006 -1.145
F 1.913 3.367 -0.873
F 1.296 1.959 -2.574
C 0.245 1.747 -0.364
C -0.149 2.484 0.848
C -1.407 2.117 1.500
C -2.287 1.061 1.016
C -1.903 0.336 -0.193
C -2.718 -0.816 -0.814
F -2.212 -1.227 -2.056
F -2.783 -1.895 0.042
F -4.043 -0.351 -0.998
C -0.661 0.715 -0.839
H 0.651 -2.626 1.321
H 1.278 -1.299 -1.073
H 2.813 -2.062 -0.565
H 3.170 1.173 1.235
H 4.839 -0.286 -0.226
H 3.536 0.283 -2.315
H 4.443 2.129 -0.815
H 0.489 3.297 1.259
H -1.718 2.630 2.433
H -3.229 0.752 1.516
H -0.345 0.155 -1.756
C 7.950 3.643 1.090
N 6.557 3.218 0.781
O 6.406 2.388 -0.087
O 5.666 3.741 1.429
H 8.632 3.100 0.442
H 8.014 4.714 0.909
H 8.140 3.408 2.135
C -0.994 -6.265 0.822
N 0.387 -5.799 0.536
O 1.159 -6.594 0.043
O 0.641 -4.642 0.822
H -1.084 -7.304 0.522
H -1.161 -6.157 1.891
H -1.673 -5.640 0.252
C -5.996 2.889 1.654
N -5.061 2.784 2.806
O -3.875 2.697 2.553
O -5.554 2.793 3.917
H -5.420 2.868 0.733
H -6.675 2.040 1.705
H -6.534 3.829 1.753
C -1.205 -7.683 5.056
N -1.485 -8.184 3.683
O -0.543 -8.590 3.032
O -2.643 -8.148 3.311
H -0.140 -7.774 5.250
H -1.517 -6.642 5.095
H -1.778 -8.293 5.750
C -3.657 -4.464 -2.497
N -3.210 -5.836 -2.136
O -2.024 -5.998 -1.912
O -4.064 -6.700 -2.091
H -2.794 -3.804 -2.497
H -4.105 -4.515 -3.487
H -4.384 -4.149 -1.750
C -3.988 0.413 -3.945
N -4.301 -0.111 -5.302
O -3.378 -0.539 -5.965
O -5.467 -0.072 -5.650
H -2.922 0.322 -3.762
H -4.292 1.457 -3.927
H -4.551 -0.178 -3.229
C 1.380 4.647 -4.617
N 2.141 5.422 -5.634
O 3.338 5.547 -5.467
O 1.504 5.879 -6.568
H 2.067 4.302 -3.850
H 0.631 5.311 -4.193
H 0.918 3.804 -5.125
C 4.373 5.582 3.425
N 3.426 6.428 4.201
O 2.258 6.419 3.864
O 3.892 7.072 5.125
H 3.826 5.068 2.640
H 5.127 6.241 3.002
H 4.816 4.868 4.116
*
```

highest occupied orbital energy	-5.621	eV
gap between HOMO and LUMO	6.917	eV

---

Entry 6:
C17H35INOP2RhSi | wB97M-V/def2-TZVPD

ORCA input file:
```
! wB97M-V def2-TZVPD RIJCOSX def2/J DEFGRID3
* xyz 2 5
C 1.557 -1.523 -1.428
I -0.452 -0.974 0.294
H 1.124 -2.487 -1.151
H 1.904 -0.895 -0.589
H 2.523 -1.756 -1.894
Rh 1.658 3.508 -1.617
P 2.716 -2.276 1.339
C 2.853 -0.968 2.630
C 1.611 -3.543 2.093
H 2.087 -4.182 2.850
H 4.644 -3.566 2.276
H 1.266 -4.195 1.274
H 4.386 -3.818 0.513
H 1.888 -0.793 3.112
H 0.734 -3.056 2.546
C 4.374 -3.079 1.331
H 3.610 -1.166 3.400
H 5.142 -2.327 1.104
H 3.119 -0.048 2.098
P 0.711 -0.798 -2.890
C 0.258 0.938 -3.090
C 1.640 -1.120 -4.392
H -0.709 -2.729 -2.553
H -1.027 -1.830 -4.067
H -1.655 -1.212 -2.509
C -0.823 -1.734 -2.994
H 2.025 -2.143 -4.403
H 0.959 -1.012 -5.243
H -0.812 1.078 -3.281
H 0.799 1.409 -3.932
H 2.476 -0.417 -4.515
H 0.446 1.540 -2.172
C 2.199 2.786 0.055
O 2.972 2.486 0.920
C -4.428 -1.790 -0.299
Si -3.014 -0.700 0.371
C -2.746 0.823 -0.696
C -3.549 -0.270 2.110
N 0.856 2.572 -0.159
C -0.067 3.068 0.781
C -0.820 4.154 0.342
C -1.417 4.948 1.319
C -1.463 4.483 2.646
C -0.880 3.261 2.997
C -0.149 2.523 2.068
H -5.360 -1.398 0.133
H -4.339 -2.837 0.008
H -4.508 -1.738 -1.392
H -3.742 1.240 -0.877
H -2.129 1.580 -0.194
H -2.289 0.610 -1.669
H -3.595 -1.163 2.745
H -2.893 0.482 2.557
H -4.571 0.131 2.041
H -0.680 4.477 -0.702
H -1.905 5.867 1.013
H -1.891 5.105 3.443
H -0.962 2.910 4.023
H 0.341 1.564 2.276
*
```

highest occupied orbital energy (spin up / spin down)	-11.473 / -13.371	eV
gap between HOMO and LUMO (spin up / spin down)	6.180 / 3.823	eV
energy relative to the best compared isomer or geometry (same formula, charge and spin)	56.8	kJ/mol

---

Entry 7:
C17H35N2O4PdS3 | wB97M-V/def2-TZVPD

ORCA input file:
```
! wB97M-V def2-TZVPD RIJCOSX def2/J DEFGRID3
* xyz 1 3
Pd 2.171 -3.000 -3.383
C 1.964 -1.827 0.782
C 1.143 -1.699 -0.497
C 0.357 -0.363 -0.398
O 1.894 -1.811 -1.629
H 2.367 -2.833 0.892
H 1.354 -1.648 1.676
H 2.716 -1.045 0.920
H 0.297 -2.402 -0.457
H -0.399 -0.303 -1.186
H 1.008 0.513 -0.504
H -0.144 -0.292 0.566
C 4.754 -0.279 -2.884
S 3.786 -0.179 -4.382
O 2.892 -1.404 -4.498
C 2.670 1.175 -3.892
H 5.464 -1.095 -3.019
H 4.259 -0.530 -1.939
H 5.221 0.691 -2.710
H 2.138 1.539 -4.765
H 3.325 1.989 -3.562
H 2.059 0.904 -3.033
C 1.945 -0.146 4.334
S 2.778 1.429 4.658
O 1.651 2.415 4.699
C 3.529 1.670 2.993
H 2.584 -1.032 4.390
H 1.362 -0.085 3.419
H 1.268 -0.356 5.166
H 2.801 1.667 2.184
H 4.338 0.957 2.834
H 3.943 2.677 3.054
C -1.926 -2.513 1.490
S -1.555 -4.223 1.984
O -2.285 -5.160 1.065
C -2.548 -4.203 3.513
H -1.604 -2.445 0.450
H -1.558 -1.680 2.079
H -3.016 -2.474 1.394
H -2.178 -3.396 4.151
H -2.534 -5.129 4.082
H -3.598 -3.990 3.299
N -3.589 2.950 1.401
C -4.607 2.765 2.284
C -4.864 1.408 2.353
C -3.917 0.768 1.553
C -3.136 1.739 0.948
H -3.108 3.779 1.106
H -5.055 3.616 2.768
H -5.661 0.951 2.912
H -3.851 -0.306 1.483
H -2.261 1.629 0.330
N -2.237 1.289 -3.594
C -2.196 1.716 -4.891
C -1.135 2.609 -5.070
C -0.520 2.741 -3.832
C -1.195 1.905 -2.943
H -3.035 0.857 -3.156
H -2.933 1.308 -5.567
H -0.696 3.078 -5.937
H 0.297 3.398 -3.583
H -0.992 1.716 -1.901
*
```

highest occupied orbital energy (spin up / spin down)	-10.200 / -10.200	eV
gap between HOMO and LUMO (spin up / spin down)	6.200 / 3.841	eV
energy relative to the best compared isomer or geometry (same formula, charge and spin)	0.0	kJ/mol